# 1
Entry from OMol25: 2 unconnected molecules or ions with the total composition C10H16O (the ωB97M-V functional and the def2-TZVPD basis).

Geometry as XYZ:
```
27
Properties=species:S:1:pos:R:3:forces:R:3
C -0.0745 -2.0054 -2.0930 -0.1014 -0.5409 -1.6031
C 0.8609 -0.8849 -1.7371 -1.4049 0.0741 0.7234
C 0.6229 0.4156 -2.2100 1.0455 -0.4778 -0.1652
C 1.3962 1.4318 -1.6962 1.0404 2.2855 -0.1743
C 2.3509 1.3282 -0.6812 -0.0019 -1.6611 -1.1456
C 2.5662 0.0326 -0.2322 -0.8583 0.3621 0.6450
C 1.7569 -1.0242 -0.6939 1.3366 0.7659 1.4513
H -1.0496 -1.9252 -1.5916 0.5635 -0.3830 0.4113
H 0.4229 -2.9820 -2.0867 -0.2806 0.0445 1.0539
H -0.3598 -2.0318 -3.1568 0.1173 0.7834 0.0037
H -0.0396 0.5955 -3.0485 -0.0970 -0.0330 0.1457
H 1.4783 2.4488 -2.1079 -1.1027 -0.4725 -0.3213
H 2.9820 2.1833 -0.4911 -0.0579 -0.0420 0.4789
H 3.1796 -0.1863 0.6360 0.2990 0.1259 -0.2166
H 1.8828 -1.8201 0.0450 -0.5312 -0.8454 -1.2043
C -1.9240 1.4161 0.8870 1.0401 -0.0233 0.5072
C -1.1524 0.1864 1.3708 -1.4795 -0.8662 1.1951
C -1.0490 0.1365 2.9105 0.1825 -0.8493 -0.3888
O -2.0453 -0.9023 1.0067 0.2322 0.0085 -0.8939
H -1.4536 2.2924 1.3584 -0.1325 0.1128 -0.7608
H -2.9502 1.3676 1.2451 0.0277 -0.2125 0.2520
H -1.9885 1.4156 -0.1965 0.3197 0.4316 -0.1107
H -0.1565 -0.0261 0.9676 -0.2738 0.5019 -0.4594
H -1.8367 0.7166 3.3780 0.1855 0.2817 0.2592
H -1.2347 -0.9087 3.1606 -0.1465 -0.1061 0.3036
H -0.0504 0.2568 3.3326 -0.0873 0.8298 -0.1158
H -2.1348 -1.5270 1.7243 0.1653 -0.0945 0.1296
```
Forces are in eV/Å.

- energy (eV) = -12675.7967
- SMILES = Cc1ccccc1.CC(C)O
- strongest force on any atom (hartree/bohr) = 0.0490
- LUMO (eV) = 0.898
- E_HOMO (eV) = -9.1
- energy above the lowest of the compared OMol25 structures with the same formula, charge and spin (kJ/mol) = 186.0


# 2
Entry from OMol25: 2 unconnected molecules or ions with the total composition C10H16O (the ωB97M-V functional and the def2-TZVPD basis).

Geometry as XYZ:
```
27
Properties=species:S:1:pos:R:3:forces:R:3
C -1.0385 1.0028 3.2226 -0.1608 -0.9922 0.6950
C -0.4283 1.2270 1.8716 0.6093 1.3320 0.4768
C 0.8980 0.7864 1.5981 -0.5372 0.8625 0.1270
C 1.4617 0.8525 0.3362 -1.7908 -0.5579 -0.5876
C 0.6314 1.3717 -0.6879 1.2116 0.6202 0.1874
O 1.0744 1.4464 -1.9930 0.4707 -0.6107 0.8692
C -0.5631 1.9742 -0.3861 -0.9137 0.3687 1.1683
C -1.1434 1.9299 0.9014 1.2201 -2.1384 -1.0577
H -0.9753 -0.0778 3.3818 -0.4044 -0.0457 0.2174
H -2.0782 1.3087 3.2816 -0.2340 -0.1189 -0.3690
H -0.6244 1.4130 4.1527 0.6738 0.3697 -0.6190
H 1.5360 0.4889 2.4210 -0.2269 -0.4875 0.0656
H 2.3329 0.2584 0.1150 0.4706 0.4724 -0.1364
H 0.2863 1.6722 -2.4699 -0.3669 0.2366 -0.8646
H -1.1063 2.5369 -1.1213 -0.1248 -0.0352 -0.6312
H -2.2112 2.0853 0.9713 0.0879 0.6568 0.4351
C 1.0403 -3.1894 -1.6409 1.0549 -0.8387 -1.8911
C -0.4666 -3.2972 -1.7551 0.4249 0.1118 -1.1696
C -1.1877 -2.3890 -0.7994 -0.4904 -0.5529 2.1000
H 1.4707 -2.2196 -1.8718 -0.2786 0.6905 1.1838
H 1.6161 -3.6958 -2.4618 -0.9169 -0.4849 0.5119
H 1.3210 -3.7120 -0.7276 0.4958 0.7427 0.2259
H -0.8418 -3.0839 -2.7752 0.3463 -0.2011 0.3208
H -0.6806 -4.3560 -1.5574 -0.3626 0.3085 0.0223
H -0.6727 -2.2363 0.1653 0.4554 -0.0952 -0.4331
H -1.4766 -1.3847 -1.0899 -0.0307 -0.0661 -0.6123
H -2.0425 -2.9599 -0.4396 -0.6828 0.4531 -0.2351
```
Forces are in eV/Å.

- energy (eV) = -12675.9494
- SMILES = Cc1ccc(O)cc1.CCC
- strongest force on any atom (hartree/bohr) = 0.0521
- LUMO (eV) = 0.868
- E_HOMO (eV) = -8.4
- energy above the lowest of the compared OMol25 structures with the same formula, charge and spin (kJ/mol) = 171.3


# 3
Entry from OMol25: 2 unconnected molecules or ions with the total composition C10H16O (the ωB97M-V functional and the def2-TZVPD basis).

Geometry as XYZ:
```
27
Properties=species:S:1:pos:R:3:forces:R:3
C -0.9308 -2.4040 1.0936 2.0807 -0.6041 2.3953
C -2.3190 -3.0100 0.9098 -0.1364 0.8543 -4.3365
C -0.4678 -1.3807 0.0546 1.5055 -3.1443 -0.5712
C 0.6692 -1.6756 -0.8186 0.7430 -1.7823 1.5938
C -1.1074 -0.2244 -0.2144 -0.9553 3.5658 0.5015
C 1.2514 -0.8281 -1.6936 0.1958 0.3046 1.5323
C -0.4984 0.8195 -0.8901 -1.3948 -0.5532 -0.0919
C 0.6964 0.5093 -1.5086 3.0813 0.3118 -5.5230
O 1.2422 1.3923 -2.4206 1.7814 -0.7235 2.0554
H -0.8619 -1.8604 2.0806 -0.7886 0.1692 -0.8098
H -0.1466 -3.1687 1.4423 -0.6944 0.7575 -1.6494
H -2.8299 -2.1228 0.4524 -0.9551 -0.8446 1.3467
H 1.1290 -2.6289 -0.5563 -0.1521 -0.0854 -0.7096
H -2.0028 0.0676 0.2813 -0.8489 -0.2739 0.3313
H 2.1722 -1.1030 -2.3385 -1.8099 0.7530 1.1928
H -1.0223 1.7592 -1.1175 0.5551 -0.3499 0.4339
H 2.2546 1.1607 -2.5611 -2.9791 0.5357 0.0980
H -2.7759 -3.6202 1.6537 -0.2338 0.5146 1.1544
H -2.4367 -3.6862 -0.0126 1.0230 0.6427 1.1045
C 1.4542 2.7749 2.0844 0.8308 -2.7970 0.7423
C -0.0678 3.1660 2.2295 3.0866 -0.1657 -0.0507
H 1.7008 2.0572 1.1671 -0.8293 1.6509 1.4357
H 2.1400 3.6581 2.0052 -0.7316 -0.8799 0.2239
H 1.7636 2.0589 2.9451 -0.1337 1.6348 -1.0919
H -0.1410 4.1155 2.7285 -0.4586 0.0053 0.5232
H -0.2204 3.3055 1.2320 -1.4211 1.1390 -2.8673
H -0.7404 2.3868 2.4830 -0.3602 -0.6354 1.0362
```
Forces are in eV/Å.

- energy (eV) = -12666.2472
- strongest force on any atom (hartree/bohr) = 0.1231
- expectation value of S² = 0.767
- LUMO (alpha / beta) (eV) = -4.044 / -7.750
- E_HOMO (alpha / beta) (eV) = -14.0 / -14.0
- spin multiplicity = 2
- energy above the lowest of the compared OMol25 structures with the same formula, charge and spin (kJ/mol) = 282.9
- net charge = +1


# 4
Entry from OMol25: 2 unconnected molecules or ions with the total composition C10H16O (the ωB97M-V functional and the def2-TZVPD basis).

Geometry as XYZ:
```
27
Properties=species:S:1:pos:R:3:forces:R:3
C 0.1815 -0.8438 -2.0581 0.3959 0.8764 -0.7475
C -0.2731 -2.2531 -2.5637 -0.8485 0.5545 1.4802
C -0.6475 -0.1153 -1.0692 -0.2920 -0.5795 0.6849
C -1.7006 0.7639 -1.4673 0.0997 -1.1050 -0.7437
C -0.4298 -0.3195 0.3282 -0.7887 0.6271 0.2154
C -2.5874 1.2678 -0.5759 -0.1718 -0.1274 -0.4178
C -1.3818 0.1103 1.2163 1.5472 -1.3153 -0.0401
C -2.4718 0.8495 0.7662 -0.3380 2.0158 1.0982
O -3.1995 1.4060 1.7296 -0.0956 -0.3572 -0.6473
H 1.1463 -0.9332 -1.5534 0.2153 -0.0080 -0.5229
H 0.2352 -0.1918 -2.9411 0.4200 -0.0408 0.2160
H -1.2771 -2.3949 -2.1491 0.1961 -0.5595 -0.0035
H -1.7961 0.8107 -2.5473 -0.2568 0.7694 0.1113
H 0.4826 -0.7377 0.7222 0.0698 -0.3818 -0.2274
H -3.3780 1.9572 -0.8370 -0.0925 -0.0793 -0.2315
H -1.2331 -0.0851 2.2673 -0.2587 0.1582 0.1463
H -3.8155 2.0757 1.3811 0.0239 -0.2357 0.1098
H 0.4376 -2.9419 -2.1233 -0.2795 -0.5061 -0.2630
H -0.3878 -2.3770 -3.6313 0.4695 0.3042 -0.1928
C 2.5651 0.7756 2.5602 -1.2830 0.7151 0.2382
C 3.0339 0.1878 1.2478 0.0114 -0.0959 -0.7739
H 2.5991 0.1376 3.4418 0.8677 -0.1404 -0.1157
H 2.9761 1.7611 2.7730 0.2369 -0.1443 0.1283
H 1.4732 0.9496 2.5270 0.1936 0.1009 -0.3205
H 4.0506 0.3931 0.9128 0.3967 -0.2692 0.8845
H 2.8634 -0.8912 1.2653 0.1498 0.0201 -0.3610
H 2.5343 0.6385 0.3779 -0.5884 -0.1962 0.2957
```
Forces are in eV/Å.

- energy (eV) = -12668.3543
- strongest force on any atom (hartree/bohr) = 0.0451
- expectation value of S² = 0.767
- LUMO (alpha / beta) (eV) = -3.783 / -7.458
- E_HOMO (alpha / beta) (eV) = -13.9 / -14.2
- spin multiplicity = 2
- energy above the lowest of the compared OMol25 structures with the same formula, charge and spin (kJ/mol) = 79.6
- net charge = +1


# 5
Entry from OMol25: a single C10H16O3S molecule (the ωB97M-V functional and the def2-TZVPD basis).

Geometry as XYZ:
```
30
Properties=species:S:1:pos:R:3:forces:R:3
C 0.3981 -0.2918 -1.7557 0.2089 0.4082 -0.5536
C -1.1606 -0.3109 -1.7031 -0.6621 -1.6697 -3.1187
C 0.1332 -2.0110 0.0380 -1.5874 2.7809 -2.7229
C 1.0984 -0.8773 -0.5261 -2.0198 -0.8334 0.7262
C -0.6431 -0.8084 0.6897 0.7290 -1.3604 0.2863
C 0.7148 -0.0279 0.7393 -0.5566 -1.0302 0.7736
C -1.7049 -0.2833 -0.3069 0.9561 0.8905 1.0760
C 0.6488 1.4614 0.6334 1.3682 1.0451 1.0799
C 1.5013 -0.4889 2.0575 -3.1064 1.5845 -1.0864
C -2.1624 1.1367 0.1501 3.2102 -1.2162 -2.0397
O -3.3450 -2.7467 1.8360 1.1259 1.5989 -1.0070
O -1.4411 -1.0112 1.9091 1.0458 -0.2444 -1.0939
O -2.7798 -1.1839 -0.0903 -0.1471 -0.9562 -0.3126
S -2.9885 -1.3561 1.5142 -2.0552 -1.1156 1.7918
H 0.6287 -0.8805 -2.6641 0.3863 0.5393 0.4286
H 0.7729 0.7355 -1.8455 -0.0887 -0.1749 -0.4917
H -1.6267 0.4603 -2.4267 0.7719 -0.8516 1.4325
H -1.4359 -1.3161 -2.2751 0.1621 1.8843 1.6084
H -0.4601 -2.4627 -0.7654 0.1769 -0.3196 0.3310
H 0.6339 -2.7374 0.5494 0.9479 -1.6522 1.9811
H 2.1123 -1.2089 -0.7040 0.3312 0.3625 0.0544
H 0.2199 1.8942 1.5835 1.0333 -0.3007 -0.6260
H -0.0032 1.9180 -0.0881 0.7150 -0.3144 -0.5240
H 1.7050 1.7594 0.4038 -0.8440 0.4304 0.5958
H 2.5133 -0.2059 1.9966 1.2931 0.2299 -0.0139
H 1.3412 -1.5478 2.1302 0.2748 -0.3774 0.5596
H 0.9715 0.0875 2.8709 0.8040 -0.9508 -0.4784
H -3.0818 1.2218 -0.3273 -2.0234 0.6656 -0.0423
H -1.4094 1.7517 -0.4386 -1.9012 -0.1009 1.3398
H -2.0473 1.1038 1.2257 -0.5487 1.0483 0.0462
```
Forces are in eV/Å.

- energy (eV) = -27604.5997
- strongest force on any atom (hartree/bohr) = 0.0817
- LUMO (eV) = 0.705
- E_HOMO (eV) = -9.6
- energy above the lowest of the compared OMol25 structures with the same formula, charge and spin (kJ/mol) = 179.7


# 6
Entry from OMol25: 2 unconnected molecules or ions with the total composition C10H16O4S (the ωB97M-V functional and the def2-TZVPD basis).

Geometry as XYZ:
```
31
Properties=species:S:1:pos:R:3:forces:R:3
C -0.5483 -2.9978 -1.3300 -0.3292 -0.0931 1.4894
O 0.7528 -2.5506 -1.5104 1.1635 -0.6722 -0.5283
C 1.0065 -1.3069 -0.9644 1.6731 0.9919 -1.5476
C 2.5426 -0.9598 -1.1870 -2.1073 -0.1345 -3.2194
O 2.5826 0.4823 -1.1068 0.6048 0.4306 0.1701
C 1.4017 0.9361 -1.5967 -1.1783 0.4371 1.2771
C 0.7137 2.0857 -1.7014 1.3300 0.8410 -0.6994
C -0.7134 1.7915 -2.0051 -0.8773 -1.2560 0.1612
O -0.8310 0.3070 -1.6290 -0.5368 2.1451 -1.1642
C 0.4456 -0.1819 -1.8367 0.9551 -0.2886 1.3324
H -0.7911 -3.8554 -1.8970 0.4605 -1.0145 -1.1023
H -1.2698 -2.2528 -1.6565 -0.2849 0.3053 0.6943
H -0.5765 -3.3807 -0.2889 -0.9346 0.7235 -0.1601
H 0.8530 -1.1790 0.0882 -0.8039 -0.1707 0.8151
H 3.2163 -1.5617 -0.6272 0.7085 0.4264 1.0894
H 2.7675 -1.1781 -2.2833 -0.2230 -0.1675 1.2386
H 1.0408 3.1206 -1.8678 0.2144 -0.5555 0.6671
H -1.4473 2.3490 -1.4064 0.3455 -0.3401 0.2970
H -1.0259 2.0466 -3.0518 0.3827 -0.8822 0.4174
H 0.6966 -0.4690 -2.8398 -0.6053 -0.6780 -1.1660
C -2.0986 0.2504 2.7674 -3.1864 0.8418 -0.6660
C -1.1417 0.8465 1.8212 -0.5833 1.2837 1.2855
C -0.1344 1.6422 2.1386 1.5522 0.4154 -2.6763
S 0.7135 1.9069 3.6195 -1.1993 -0.8917 1.1252
O -0.2348 0.8676 4.6521 3.1884 -1.0233 0.2445
H -1.9457 -0.7975 2.6172 -0.5114 -1.0717 0.6119
H -3.2213 0.5207 2.3516 2.6481 -0.8197 1.0524
H -2.0256 0.5969 3.8054 -0.1493 -0.5103 -0.7077
H -1.5005 0.7562 0.8322 0.3698 0.0817 -1.2809
H 0.4045 2.1124 1.2360 -0.5014 -0.5380 1.5778
H 0.3680 0.0528 4.8571 -1.5848 2.1840 -0.6282
```
Forces are in eV/Å.

- energy (eV) = -29649.4126
- SMILES = CO[C@H]1COC2=CCO[C@@H]21.C/C=C\SO
- strongest force on any atom (hartree/bohr) = 0.0749
- LUMO (eV) = 0.435
- E_HOMO (eV) = -8.1
- energy above the lowest of the compared OMol25 structures with the same formula, charge and spin (kJ/mol) = 433.4


Please write out number 5 again, unchanged.
Entry from OMol25: a single C10H16O3S molecule (the ωB97M-V functional and the def2-TZVPD basis).

Geometry as XYZ:
```
30
Properties=species:S:1:pos:R:3:forces:R:3
C 0.3981 -0.2918 -1.7557 0.2089 0.4082 -0.5536
C -1.1606 -0.3109 -1.7031 -0.6621 -1.6697 -3.1187
C 0.1332 -2.0110 0.0380 -1.5874 2.7809 -2.7229
C 1.0984 -0.8773 -0.5261 -2.0198 -0.8334 0.7262
C -0.6431 -0.8084 0.6897 0.7290 -1.3604 0.2863
C 0.7148 -0.0279 0.7393 -0.5566 -1.0302 0.7736
C -1.7049 -0.2833 -0.3069 0.9561 0.8905 1.0760
C 0.6488 1.4614 0.6334 1.3682 1.0451 1.0799
C 1.5013 -0.4889 2.0575 -3.1064 1.5845 -1.0864
C -2.1624 1.1367 0.1501 3.2102 -1.2162 -2.0397
O -3.3450 -2.7467 1.8360 1.1259 1.5989 -1.0070
O -1.4411 -1.0112 1.9091 1.0458 -0.2444 -1.0939
O -2.7798 -1.1839 -0.0903 -0.1471 -0.9562 -0.3126
S -2.9885 -1.3561 1.5142 -2.0552 -1.1156 1.7918
H 0.6287 -0.8805 -2.6641 0.3863 0.5393 0.4286
H 0.7729 0.7355 -1.8455 -0.0887 -0.1749 -0.4917
H -1.6267 0.4603 -2.4267 0.7719 -0.8516 1.4325
H -1.4359 -1.3161 -2.2751 0.1621 1.8843 1.6084
H -0.4601 -2.4627 -0.7654 0.1769 -0.3196 0.3310
H 0.6339 -2.7374 0.5494 0.9479 -1.6522 1.9811
H 2.1123 -1.2089 -0.7040 0.3312 0.3625 0.0544
H 0.2199 1.8942 1.5835 1.0333 -0.3007 -0.6260
H -0.0032 1.9180 -0.0881 0.7150 -0.3144 -0.5240
H 1.7050 1.7594 0.4038 -0.8440 0.4304 0.5958
H 2.5133 -0.2059 1.9966 1.2931 0.2299 -0.0139
H 1.3412 -1.5478 2.1302 0.2748 -0.3774 0.5596
H 0.9715 0.0875 2.8709 0.8040 -0.9508 -0.4784
H -3.0818 1.2218 -0.3273 -2.0234 0.6656 -0.0423
H -1.4094 1.7517 -0.4386 -1.9012 -0.1009 1.3398
H -2.0473 1.1038 1.2257 -0.5487 1.0483 0.0462
```
Forces are in eV/Å.

- energy (eV) = -27604.5997
- strongest force on any atom (hartree/bohr) = 0.0817
- LUMO (eV) = 0.705
- E_HOMO (eV) = -9.6
- energy above the lowest of the compared OMol25 structures with the same formula, charge and spin (kJ/mol) = 179.7


Which of these has the lowest energy?
C10H16O4S


Look up the energy above the lowest of the compared OMol25 structures with the same formula, charge and spin of the sixth one.
433.4 kJ/mol